No. 1
{"formula": "C12H10BBr2Cl3N2O", "method": "ωB97M-V/def2-TZVPD", "orbital_gap_ev": 8.43, "e_lumo_ha": -0.0257, "e_tot_ev": -195966.201, "elements": ["Cl", "B", "Cl", "Cl", "O", "C", "C", "C", "C", "C", "C", "C", "H", "H", "H", "H", "H", "H", "Br", "C", "C", "N", "C", "Br", "C", "N", "C", "H", "H", "H", "H"], "xyz": [[3.71510, -2.14922, 2.09598], [2.88663, -0.49845, 1.94183], [3.03661, 0.56392, 3.44147], [3.45150, 0.66152, 0.55129], [1.44653, -0.73709, 1.63674], [0.58411, 0.15083, 1.10093], [-0.80975, -0.15277, 1.57316], [-1.75778, 0.83854, 1.85541], [-3.06190, 0.52120, 2.24271], [-3.45392, -0.81135, 2.39703], [-2.48987, -1.81568, 2.23404], [-1.15891, -1.47951, 1.86231], [0.85303, 1.23287, 1.11788], [-1.43758, 1.87619, 1.84372], [-3.80610, 1.28726, 2.44269], [-4.50643, -1.08925, 2.57426], [-2.76346, -2.86803, 2.39662], [-0.36573, -2.24632, 1.84762], [0.26464, 3.37783, -3.40464], [0.47787, 1.66240, -2.50079], [0.79197, 0.57962, -3.35224], [0.93909, 0.71596, -4.67989], [1.00544, -0.64560, -2.67081], [1.47845, -2.14013, -3.81715], [0.85621, -0.74349, -1.29969], [0.43591, 0.26370, -0.53581], [0.31410, 1.46285, -1.14111], [1.13279, -0.06838, -5.28561], [0.76452, 1.59462, -5.14250], [1.09265, -1.65031, -0.79492], [0.08427, 2.30629, -0.53053]], "nbo_charge": [-0.23, 0.43, -0.26, -0.33, -0.70, 0.35, -0.11, -0.19, -0.21, -0.20, -0.21, -0.18, 0.20, 0.21, 0.22, 0.22, 0.22, 0.24, 0.08, -0.12, 0.19, -0.75, -0.14, 0.09, 0.09, -0.32, 0.07, 0.42, 0.42, 0.26, 0.24]}

No. 2
{"formula": "C12H10BNO5S", "method": "ωB97M-V/def2-TZVPD", "orbital_gap_ev": 8.69, "relative_energy_kcal_mol": 0.0, "e_lumo_ha": 0.0016, "e_tot_ev": -35849.137, "smiles": "O=C(O)c1cc(NC(=O)c2cccs2)cc(B(O)O)c1", "elements": ["O", "C", "O", "C", "C", "C", "N", "C", "O", "C", "C", "C", "C", "S", "C", "C", "B", "O", "O", "C", "H", "H", "H", "H", "H", "H", "H", "H", "H", "H"], "xyz": [[-0.67266, -3.34258, -3.91096], [0.03423, -2.54452, -3.31962], [1.18453, -2.12552, -3.88135], [-0.29210, -1.99710, -1.98920], [0.48985, -1.03932, -1.36561], [0.14235, -0.40872, -0.18025], [0.91640, 0.64729, 0.26305], [0.59112, 1.41615, 1.39588], [-0.35381, 1.10122, 2.10795], [1.39348, 2.61894, 1.69063], [2.68880, 2.83066, 1.33460], [3.22122, 4.02393, 1.82847], [2.33835, 4.73832, 2.59593], [0.80490, 3.93970, 2.64580], [-1.00979, -0.83371, 0.50624], [-1.82864, -1.78591, -0.11369], [-3.28462, -2.11202, 0.36245], [-4.06081, -2.77714, -0.54269], [-3.67729, -1.82614, 1.65200], [-1.46502, -2.35057, -1.33203], [1.19396, -2.53224, -4.76210], [1.42192, -0.74732, -1.86500], [1.73267, 0.84488, -0.27753], [3.22332, 2.11176, 0.71440], [4.25880, 4.31562, 1.68231], [2.49766, 5.64931, 3.14620], [-1.36146, -0.26418, 1.35046], [-4.90991, -3.09503, -0.18368], [-3.04718, -1.43077, 2.27142], [-2.17029, -3.02499, -1.82409]], "nbo_charge": [-0.59, 0.77, -0.68, -0.18, -0.19, 0.12, -0.59, 0.66, -0.60, -0.32, -0.22, -0.26, -0.39, 0.50, -0.14, -0.41, 1.11, -0.88, -0.90, -0.12, 0.50, 0.22, 0.40, 0.22, 0.23, 0.25, 0.25, 0.50, 0.51, 0.25]}

No. 3
{"formula": "C12H10Cl2N2OS", "method": "ωB97M-V/def2-TZVPD", "orbital_gap_ev": 9.01, "relative_energy_kcal_mol": 0.0, "e_lumo_ha": 0.0168, "e_tot_ev": -53515.064, "smiles": "CC(=O)Nc1ncc(Cc2cc(Cl)ccc2Cl)s1", "elements": ["C", "C", "O", "N", "C", "N", "C", "C", "C", "C", "C", "C", "Cl", "C", "C", "C", "Cl", "S", "H", "H", "H", "H", "H", "H", "H", "H", "H", "H"], "xyz": [[3.04463, 2.41436, 0.31280], [4.01136, 1.32266, 0.66635], [5.10728, 1.51457, 1.13656], [3.61175, 0.02284, 0.43451], [2.47740, -0.54127, -0.07443], [2.37067, -1.82067, -0.18962], [1.17709, -2.18904, -0.71051], [0.32363, -1.18153, -1.02191], [-1.05788, -1.24462, -1.58352], [-2.03227, -0.65178, -0.60126], [-2.51819, 0.63539, -0.78202], [-3.37739, 1.20023, 0.14634], [-3.96528, 2.80263, -0.10741], [-3.76805, 0.49400, 1.27296], [-3.28573, -0.78726, 1.46568], [-2.42278, -1.35089, 0.53920], [-1.82838, -2.94946, 0.82021], [1.06070, 0.34714, -0.62401], [3.50099, 3.37045, 0.55422], [2.80852, 2.38496, -0.74907], [2.12008, 2.30312, 0.87594], [4.30784, -0.67135, 0.69289], [0.97921, -3.23602, -0.84883], [-1.10399, -0.68890, -2.52282], [-1.30456, -2.28984, -1.77880], [-2.22236, 1.20207, -1.65140], [-4.43801, 0.93969, 1.99029], [-3.57627, -1.35147, 2.33766]], "nbo_charge": [-0.73, 0.69, -0.58, -0.63, 0.25, -0.48, -0.03, -0.23, -0.46, -0.04, -0.18, -0.06, 0.02, -0.22, -0.20, -0.03, 0.01, 0.34, 0.25, 0.24, 0.24, 0.43, 0.22, 0.23, 0.25, 0.22, 0.23, 0.23]}

No. 4
{"formula": "C12H10ClInN3", "method": "ωB97M-V/def2-TZVPD", "charge": -1, "orbital_gap_ev": [5.43, 5.43], "e_lumo_ha": [0.0381, 0.0381], "e_tot_ev": -34772.025, "elements": ["C", "C", "C", "H", "C", "C", "H", "H", "H", "H", "In", "Cl", "C", "C", "C", "H", "C", "C", "H", "H", "H", "H", "N", "C", "N", "C", "N"], "xyz": [[-0.94908, 2.75769, 0.97081], [-0.33985, 2.19769, -0.16616], [0.82713, 1.43673, 0.26286], [-0.61235, 2.40486, -1.19452], [0.85597, 1.53104, 1.71098], [-0.22945, 2.31534, 2.12243], [-0.46446, 2.61174, 3.14845], [-1.74281, 3.51746, 0.98102], [1.71094, 1.25051, -0.34772], [1.64082, 1.12440, 2.35389], [-0.22111, -0.74360, -0.03772], [-2.12044, -0.75589, -1.41203], [0.12472, -2.69721, -2.59409], [1.44172, -2.74398, -2.04679], [2.19581, -1.67954, -2.63031], [1.81053, -3.49127, -1.34202], [1.34076, -0.97376, -3.53125], [0.06442, -1.60442, -3.50916], [-0.80908, -1.30015, -4.08339], [-0.68926, -3.38631, -2.36956], [3.24573, -1.45763, -2.43620], [1.61128, -0.11233, -4.14388], [-1.07882, -0.93916, 1.96199], [-1.36757, -0.50404, 3.03605], [-1.61256, -0.41721, 4.27083], [-2.11588, 0.45676, 5.09922], [-2.51710, 1.20229, 5.92627]], "nbo_charge": [-0.26, -0.29, -0.51, 0.23, -0.28, -0.28, 0.22, 0.22, 0.26, 0.22, 1.49, -0.57, -0.35, -0.32, -0.38, 0.21, -0.30, -0.32, 0.21, 0.21, 0.20, 0.20, -0.77, 0.67, -0.67, 0.45, -0.48]}

No. 5
{"formula": "C12H10F2", "method": "ωB97M-V/def2-TZVPD", "orbital_gap_ev": 9.83, "relative_energy_kcal_mol": 49.2, "e_lumo_ha": 0.0299, "e_tot_ev": -18038.869, "smiles": "Fc1ccccc1.Fc1ccccc1", "elements": ["F", "C", "C", "C", "C", "C", "C", "H", "H", "H", "H", "H", "F", "C", "C", "C", "C", "C", "C", "H", "H", "H", "H", "H"], "xyz": [[1.85271, 1.25183, -2.52683], [2.31371, 1.02083, -1.25283], [3.03971, -0.02217, -0.95583], [3.62871, -0.17417, 0.31117], [3.16371, 0.70083, 1.31917], [2.11571, 1.61683, 1.15817], [1.75071, 1.87383, -0.23683], [3.34471, -0.79217, -1.70783], [4.24971, -0.97817, 0.59117], [3.44171, 0.66583, 2.40517], [1.70871, 2.20983, 1.83417], [1.08971, 2.64883, -0.60183], [-2.28529, -3.22417, 1.16817], [-2.46829, -2.07717, 0.59017], [-3.73329, -1.55717, 0.36317], [-4.00329, -0.31617, -0.24583], [-2.87829, 0.48083, -0.66183], [-1.54729, 0.00083, -0.34183], [-1.28529, -1.26617, 0.30017], [-4.61129, -2.25917, 0.29117], [-4.90329, 0.04183, -0.46983], [-2.91029, 1.48183, -1.07583], [-0.68429, 0.52183, -0.74783], [-0.38929, -1.84917, 0.49317]], "nbo_charge": [-0.34, 0.37, -0.29, -0.19, -0.22, -0.19, -0.25, 0.23, 0.22, 0.22, 0.21, 0.23, -0.30, 0.41, -0.31, -0.17, -0.23, -0.20, -0.28, 0.22, 0.20, 0.22, 0.22, 0.23]}

No. 6
{"formula": "C12H10F2N2O2", "method": "ωB97M-V/def2-TZVPD", "orbital_gap_ev": 9.22, "relative_energy_kcal_mol": 23.8, "e_lumo_ha": 0.0112, "e_tot_ev": -25114.708, "smiles": "O=c1[nH]nc(CCc2cc(F)cc(F)c2)cc1O", "elements": ["O", "C", "N", "N", "C", "C", "C", "C", "C", "C", "F", "C", "C", "F", "C", "C", "C", "O", "H", "H", "H", "H", "H", "H", "H", "H", "H", "H"], "xyz": [[-0.31437, -1.18166, -3.86188], [-0.07117, -1.21195, -2.62620], [-1.07047, -0.94026, -1.71875], [-0.87302, -0.84284, -0.39315], [0.34636, -0.93920, 0.13049], [0.41820, -1.09640, 1.64818], [1.37308, -0.09106, 2.30800], [0.83101, 1.33710, 2.11846], [1.22746, 2.18960, 1.16057], [0.97070, 3.64318, 1.07566], [1.60379, 4.35793, 0.21156], [0.01958, 4.16432, 1.92921], [-0.53904, 3.31301, 2.85838], [-1.55788, 3.74505, 3.68228], [-0.13680, 1.92311, 2.94288], [1.57725, -1.14797, -0.80931], [1.29883, -1.43694, -2.08617], [2.38481, -1.76207, -2.85775], [-2.03061, -0.90151, -2.02292], [0.68621, -2.13428, 1.86837], [-0.61817, -0.97312, 2.08302], [2.43872, -0.15972, 2.03758], [1.33208, -0.23263, 3.39675], [1.93618, 1.85035, 0.39766], [-0.27154, 5.21926, 1.91177], [-0.75873, 1.28982, 3.55355], [2.55737, -1.31981, -0.33747], [2.05711, -1.84435, -3.78382]], "nbo_charge": [-0.64, 0.55, -0.38, -0.24, 0.20, -0.43, -0.42, -0.01, -0.28, 0.44, -0.29, -0.37, 0.42, -0.33, -0.29, -0.28, 0.25, -0.65, 0.42, 0.23, 0.24, 0.22, 0.23, 0.21, 0.24, 0.22, 0.24, 0.50]}